1.
Computed, not measured: a molecular structure, C24H44P2Ti at a distorted geometry, with ωB97M-V/def2-TZVPD.

Each line ends with the Löwdin charge.
CARTESIAN COORDINATES (ANGSTROEM)
1 Ti 0.459 -0.120 0.926  0.590
2 C 1.623 1.949 2.088  -0.255
3 C 0.178 2.012 2.141  -0.311
4 C 0.894 0.454 3.704  -0.226
5 C 2.046 0.977 3.048  -0.226
6 C -0.266 1.074 3.148  -0.264
7 C 2.571 2.856 1.376  -0.033
8 H 2.056 3.385 0.565  0.063
9 H 3.428 2.289 0.971  0.085
10 H 2.960 3.614 2.085  0.117
11 C 3.447 0.638 3.414  -0.014
12 H 4.132 0.975 2.626  0.083
13 H 3.589 -0.446 3.557  0.086
14 H 3.744 1.144 4.349  0.114
15 C 0.876 -0.474 4.865  -0.013
16 H 1.074 0.070 5.803  0.114
17 H 1.644 -1.246 4.766  0.083
18 H -0.104 -0.966 4.967  0.088
19 C -1.657 0.967 3.668  -0.038
20 H -1.768 1.599 4.567  0.115
21 H -1.865 -0.071 3.957  0.082
22 H -2.394 1.302 2.921  0.062
23 C -0.637 3.106 1.570  -0.035
24 H -0.852 3.877 2.323  0.114
25 H -1.604 2.746 1.226  0.064
26 H -0.149 3.624 0.745  0.068
27 C 0.245 -1.421 -3.299  -0.154
28 C 0.346 -0.070 -3.502  -0.209
29 C -0.705 0.735 -4.207  -0.165
30 C -2.149 0.310 -3.909  -0.160
31 C -2.350 -0.161 -2.512  -0.129
32 C -2.390 -1.477 -2.150  -0.186
33 C -1.945 -2.609 -3.013  -0.155
34 C -0.767 -2.275 -3.947  -0.154
35 H -0.511 0.666 -5.300  0.148
36 H -2.504 -0.420 -4.660  0.124
37 H -0.609 1.811 -3.976  0.112
38 H -1.126 -1.855 -4.902  0.124
39 H 1.061 -1.977 -2.830  0.108
40 H 1.332 0.389 -3.571  0.097
41 H -0.287 -3.235 -4.227  0.141
42 H -1.676 -3.488 -2.400  0.114
43 H -3.095 -1.796 -1.379  0.088
44 H -2.824 -2.930 -3.619  0.150
45 H -2.798 1.200 -4.062  0.139
46 H -2.733 0.621 -1.848  0.104
47 P 1.571 0.290 -1.055  0.912
48 C 3.010 -0.467 -1.814  -0.194
49 C 0.967 1.935 -1.569  -0.187
50 P -1.585 -1.148 0.691  0.991
51 C -0.051 -0.813 -0.914  -0.424
52 C -2.958 0.007 0.528  -0.229
53 C -1.924 -2.899 0.717  -0.203
54 H 3.307 -1.336 -1.204  0.077
55 H 3.830 0.277 -1.785  0.087
56 H 2.779 -0.773 -2.843  0.050
57 H 0.137 1.818 -2.281  0.029
58 H 1.816 2.442 -2.057  0.097
59 H 0.618 2.545 -0.732  0.020
60 H -2.104 -3.259 -0.300  0.039
61 H -2.798 -3.045 1.371  0.090
62 H -1.063 -3.423 1.153  0.068
63 H 0.147 -1.882 -1.107  0.077
64 H -0.680 -0.142 -1.482  -0.010
65 H -3.410 0.108 1.525  0.068
66 H -3.693 -0.397 -0.175  0.057
67 H -2.637 1.005 0.197  0.058
68 C 1.547 -1.812 1.672  -0.163
69 H 1.167 -2.165 2.639  0.020
70 H 2.608 -1.584 1.818  0.017
71 H 1.459 -2.630 0.942  0.009

## Properties
frontier orbital gap	5.84	eV
charge	+2
DFT total energy	-2472.2454	Ha
HOMO level	-13.6	eV



2.
Computed, not measured: 10 unconnected molecules or ions with the total composition C22H69N5O10 at a distorted geometry, with ωB97M-V/def2-TZVPD.

Each line ends with the Löwdin charge.
CARTESIAN COORDINATES (ANGSTROEM)
1 C 19.797 19.314 8.111  -0.119
2 O 19.671 18.245 7.207  -0.183
3 C 19.036 18.661 6.014  -0.231
4 C 19.270 17.631 4.911  -0.433
5 C 20.743 17.390 4.659  -0.045
6 N 18.610 18.157 3.692  0.059
7 H 18.915 19.965 8.125  0.084
8 H 20.629 19.965 7.809  0.090
9 H 19.978 18.964 9.124  0.085
10 H 17.963 18.826 6.191  0.119
11 H 19.395 19.656 5.704  0.127
12 H 18.644 16.818 5.312  0.139
13 H 20.893 16.583 3.944  0.071
14 H 21.177 17.120 5.624  0.076
15 H 21.208 18.321 4.340  0.087
16 H 17.605 18.190 3.871  0.045
17 H 18.706 17.405 3.010  0.057
18 C 14.725 19.235 5.328  -0.092
19 O 15.598 19.292 4.202  -0.232
20 C 15.505 20.516 3.479  -0.208
21 C 16.832 21.239 3.587  -0.432
22 C 16.886 21.966 4.948  -0.054
23 N 17.053 22.227 2.530  0.033
24 H 15.239 18.550 6.014  0.089
25 H 13.719 18.919 5.067  0.089
26 H 14.760 20.139 5.948  0.080
27 H 15.354 20.242 2.421  0.112
28 H 14.613 21.124 3.659  0.131
29 H 17.628 20.491 3.536  0.110
30 H 16.754 21.241 5.748  0.060
31 H 16.044 22.665 4.951  0.083
32 H 17.788 22.567 5.058  0.073
33 H 17.663 21.873 1.798  0.071
34 H 17.621 22.992 2.882  0.059
35 C 17.817 14.350 2.772  -0.091
36 O 17.113 15.319 2.037  -0.204
37 C 15.824 14.882 1.674  -0.206
38 C 15.032 16.085 1.185  -0.385
39 C 15.603 16.707 -0.108  -0.057
40 N 14.976 17.115 2.249  0.059
41 H 17.228 13.976 3.620  0.071
42 H 18.766 14.756 3.106  0.085
43 H 17.957 13.436 2.175  0.097
44 H 15.838 14.181 0.828  0.118
45 H 15.326 14.424 2.535  0.117
46 H 14.020 15.808 0.875  0.128
47 H 14.914 17.485 -0.437  0.079
48 H 15.581 15.960 -0.916  0.078
49 H 16.636 17.052 -0.076  0.070
50 H 15.815 16.930 2.800  0.066
51 H 15.213 18.020 1.858  0.062
52 C 15.409 10.888 0.111  -0.099
53 O 14.038 10.647 0.338  -0.208
54 C 13.542 9.501 -0.302  -0.216
55 C 12.038 9.638 -0.587  -0.443
56 C 11.454 8.505 -1.404  -0.071
57 N 11.728 10.936 -1.218  0.047
58 H 15.724 10.945 -0.935  0.093
59 H 16.009 10.090 0.567  0.091
60 H 15.621 11.835 0.605  0.064
61 H 13.982 9.293 -1.289  0.125
62 H 13.750 8.621 0.319  0.131
63 H 11.530 9.641 0.385  0.138
64 H 11.408 7.556 -0.875  0.078
65 H 11.987 8.352 -2.350  0.077
66 H 10.459 8.832 -1.711  0.080
67 H 12.026 10.898 -2.189  0.071
68 H 12.306 11.615 -0.731  0.055
69 C 19.528 11.796 5.672  -0.109
70 O 19.909 10.954 4.593  -0.187
71 C 19.897 9.597 4.988  -0.232
72 C 20.832 8.814 4.074  -0.425
73 C 20.359 8.804 2.630  -0.061
74 N 20.845 7.390 4.561  0.019
75 H 18.667 11.450 6.249  0.079
76 H 19.328 12.781 5.254  0.081
77 H 20.371 11.858 6.369  0.093
78 H 20.259 9.469 6.021  0.121
79 H 18.879 9.187 5.009  0.131
80 H 21.836 9.205 4.257  0.136
81 H 21.172 8.524 1.959  0.075
82 H 20.072 9.818 2.337  0.071
83 H 19.483 8.166 2.542  0.081
84 H 21.279 7.425 5.481  0.063
85 H 21.517 6.914 3.965  0.066
86 C 15.387 12.959 6.037  -0.064
87 C 15.951 11.893 5.125  -0.336
88 O 15.104 11.699 4.001  -0.083
89 H 14.392 12.686 6.381  0.082
90 H 15.334 13.932 5.549  0.066
91 H 16.093 13.059 6.865  0.077
92 H 16.091 10.927 5.626  0.113
93 H 16.960 12.169 4.793  0.070
94 H 15.349 10.926 3.489  0.078
95 O 13.280 15.894 4.382  -0.084
96 H 13.900 16.322 3.767  -0.017
97 H 12.419 16.020 3.970  0.003
98 O 11.131 15.430 2.256  -0.079
99 H 10.562 15.446 1.483  0.035
100 H 11.696 14.635 2.154  -0.012
101 O 12.696 13.178 1.961  -0.039
102 H 13.478 12.882 1.483  0.029
103 H 12.869 12.942 2.883  0.061
104 O 19.342 16.147 0.133  -0.056
105 H 20.121 15.777 -0.295  0.036
106 H 18.673 15.454 0.088  0.018

## Properties
frontier orbital gap	9.26	eV
charge	0
DFT total energy	-1905.6625	Ha
HOMO level	-9.0	eV
energy relative to the best compared isomer or geometry (same formula, charge and spin)	20.6	kcal per mole



3.
Computed, not measured: a molecular structure, C10H7IrN4S6, with ωB97M-V/def2-TZVPD.

Each line ends with the natural charge from an NBO analysis.
CARTESIAN COORDINATES (ANGSTROEM)
1 Ir 0.178 0.000 0.937  0.496
2 N 3.210 0.000 4.043  -0.755
3 C 2.448 0.000 2.947  0.296
4 S 0.711 0.000 3.190  -0.105
5 N 3.068 0.000 1.785  -0.403
6 N 2.180 0.000 0.753  -0.277
7 C 2.647 0.000 -0.456  0.058
8 C 1.668 0.000 -1.530  0.143
9 C 2.013 0.000 -2.870  -0.195
10 C 1.009 0.000 -3.824  -0.133
11 C -0.312 0.000 -3.406  -0.231
12 C -0.588 0.000 -2.051  0.067
13 N 0.375 0.000 -1.125  -0.450
14 H 2.795 0.000 4.957  0.416
15 H 4.211 0.000 3.952  0.421
16 H 3.717 0.000 -0.624  0.234
17 H 3.058 0.000 -3.148  0.245
18 H 1.253 0.000 -4.877  0.244
19 H -1.127 0.000 -4.115  0.246
20 H -1.605 0.000 -1.683  0.210
21 S -7.106 0.000 0.749  0.222
22 C -5.511 0.000 0.801  -0.599
23 S -4.550 1.472 0.853  0.537
24 C -2.993 0.735 0.923  -0.442
25 C -2.993 -0.735 0.923  -0.442
26 S -1.603 -1.576 1.022  0.330
27 S -4.550 -1.472 0.853  0.537
28 S -1.603 1.576 1.022  0.330

## Properties
frontier orbital gap (spin up / spin down)	4.86 / 5.56	eV
charge	+1
DFT total energy	-3097.5522	Ha
multiplicity	2
HOMO level (spin up / spin down)	-10.7 / -11.3	eV
energy relative to the best compared isomer or geometry (same formula, charge and spin)	0.0	kcal per mole



4.
Computed, not measured: a molecular structure, C18H29BrN3O5PrS2 at a distorted geometry, with ωB97M-V/def2-TZVPD.

Each line ends with the natural charge from an NBO analysis.
CARTESIAN COORDINATES (ANGSTROEM)
1 Pr 0.584 0.250 -0.265  1.168
2 N 2.474 1.353 0.980  -0.865
3 C 2.615 2.788 0.726  -0.210
4 C 2.762 2.921 -0.772  -0.226
5 N 1.651 2.322 -1.520  -0.670
6 C 0.678 3.316 -1.985  -0.214
7 C -0.526 3.427 -1.070  -0.212
8 N -1.089 2.104 -0.999  -0.837
9 H 3.170 0.816 0.503  0.436
10 H 2.504 1.158 1.969  0.399
11 H 1.718 3.271 1.134  0.195
12 H 3.489 3.229 1.216  0.196
13 H 2.912 3.959 -1.050  0.188
14 H 3.662 2.381 -1.024  0.233
15 H 2.005 1.788 -2.324  0.464
16 H 1.123 4.291 -2.197  0.198
17 H 0.268 2.940 -2.922  0.204
18 H -0.261 3.759 -0.059  0.197
19 H -1.254 4.137 -1.460  0.193
20 H -1.949 2.056 -0.505  0.394
21 H -1.252 1.717 -1.919  0.407
22 Br -0.451 2.017 2.261  0.186
23 C -0.208 0.778 3.696  -0.049
24 C -0.261 1.220 4.983  -0.260
25 C -0.177 0.281 6.015  -0.219
26 C 0.000 -1.048 5.706  -0.164
27 C 0.101 -1.515 4.376  -0.083
28 C 0.306 -2.888 4.050  -0.200
29 C 0.440 -3.239 2.746  -0.192
30 C 0.390 -2.277 1.703  -0.230
31 C 0.144 -0.962 1.949  -0.461
32 C -0.035 -0.576 3.315  -0.015
33 H -0.388 2.267 5.227  0.226
34 H -0.190 0.567 7.048  0.218
35 H 0.097 -1.764 6.508  0.208
36 H 0.372 -3.609 4.819  0.208
37 H 0.666 -4.265 2.498  0.208
38 H 0.657 -2.597 0.691  0.234
39 O 1.429 -1.714 -1.396  -1.063
40 S 2.594 -1.056 -2.180  2.605
41 O 3.387 -2.011 -2.867  -0.961
42 O 1.896 -0.033 -3.009  -1.022
43 O 3.334 -0.317 -1.109  -1.027
44 C -3.746 -1.062 -3.676  -0.627
45 C -2.375 -1.378 -4.205  -0.589
46 S -0.981 -1.592 -3.025  1.349
47 O -1.051 -0.425 -2.031  -0.978
48 C -1.547 -3.064 -2.214  -0.618
49 C -2.404 -2.741 -1.012  -0.603
50 H -4.350 -0.668 -4.486  0.222
51 H -3.712 -0.260 -2.936  0.220
52 H -4.251 -1.937 -3.241  0.212
53 H -2.108 -0.591 -4.905  0.233
54 H -2.374 -2.305 -4.787  0.228
55 H -0.629 -3.534 -1.876  0.264
56 H -2.010 -3.707 -2.985  0.234
57 H -1.800 -2.208 -0.299  0.232
58 H -2.791 -3.658 -0.571  0.226
59 H -3.257 -2.115 -1.238  0.210

## Properties
frontier orbital gap (spin up / spin down)	8.04 / 8.07	eV
charge	0
DFT total energy	-5131.2672	Ha
multiplicity	3
HOMO level (spin up / spin down)	-8.0 / -8.0	eV
energy relative to the best compared isomer or geometry (same formula, charge and spin)	0.0	kcal per mole